a | Computed, not measured: a 2-piece molecular cluster, C3H9NS overall, with ωB97M-V/def2-TZVPD.

Structure (XYZ):
```
14
Properties=species:S:1:pos:R:3:mulliken_charge:R:1
C 2.46 -1.85 1.20 -0.264
N 1.83 -0.97 0.51 -0.393
H 3.21 -1.60 2.06 0.209
H 2.26 -2.87 0.85 0.246
H 2.31 -0.08 0.56 0.204
C -0.81 1.06 -1.50 -1.094
C -1.60 1.12 -0.19 -0.335
S -2.39 -0.52 0.08 -0.232
H 0.11 0.47 -1.47 0.259
H -1.39 0.56 -2.25 0.342
H -0.59 2.00 -1.79 0.365
H -0.95 1.25 0.74 0.251
H -2.32 1.98 -0.21 0.324
H -2.13 -0.55 1.40 0.116
```

SMILES: C=N.CCS
HOMO-LUMO gap: 9.71 eV
HOMO energy: -8.740 eV
2S+1: 1
net charge: 0

b | Computed, not measured: a 2-piece molecular cluster, C3H9NS overall, with ωB97M-V/def2-TZVPD.

Structure (XYZ):
```
14
Properties=species:S:1:pos:R:3:mulliken_charge:R:1
C -0.86 -0.81 -1.10 -0.925
C -0.08 0.03 -0.43 0.156
N -0.54 1.14 0.29 -0.299
C 0.32 2.31 0.36 -0.898
H -1.91 -0.59 -1.27 0.186
H -0.45 -1.72 -1.51 0.326
H 0.99 -0.10 -0.30 0.302
H -1.49 1.38 0.04 0.237
H -0.21 3.10 0.88 0.336
H 1.20 2.12 0.97 0.291
H 0.62 2.66 -0.64 0.310
S 1.36 -3.21 0.66 -0.335
H 0.13 -3.28 0.14 0.152
H 0.92 -3.05 1.91 0.161
```

SMILES: C=CNC.S
HOMO-LUMO gap: 9.15 eV
HOMO energy: -8.136 eV
2S+1: 1
net charge: 0

b (64.9 kJ/mol below the next structure)